No. 1
Entry from the Open Molecules 2025 dataset: a cluster of 4 separate species, C18H37O6 in total (ωB97M-V with the def2-TZVPD basis set).

Element x y z (Å)
C 2.73 0.44 4.29
C 1.38 -0.26 4.21
C 0.22 0.70 4.42
C 0.31 2.01 3.60
C -1.11 -0.03 4.12
C -2.38 0.83 4.22
H 3.00 1.15 3.46
H 2.80 1.04 5.22
H 3.56 -0.28 4.35
H 1.26 -0.69 3.19
H 0.17 0.99 5.50
H -0.57 2.68 3.71
H 1.20 2.59 3.90
H 0.41 1.75 2.54
H -1.17 -0.88 4.81
H -1.03 -0.46 3.10
H -2.50 1.49 3.35
H -2.35 1.47 5.11
H -3.28 0.20 4.29
O -0.05 1.82 0.19
C -1.18 1.89 -0.20
O -2.09 1.03 0.28
C -3.47 1.08 -0.07
C -3.71 0.32 -1.36
C -1.57 2.89 -1.27
H -3.82 2.11 -0.12
H -3.98 0.61 0.77
H -3.14 0.77 -2.18
H -4.76 0.34 -1.64
H -3.40 -0.72 -1.25
H -1.35 2.45 -2.24
H -0.94 3.77 -1.15
H -2.62 3.19 -1.26
O -2.80 -2.47 -2.82
C -1.91 -2.04 -3.50
O -2.08 -2.03 -4.85
C -1.12 -1.45 -5.73
C 0.03 -2.39 -6.04
C -0.61 -1.56 -2.90
H -0.76 -0.49 -5.34
H -1.69 -1.23 -6.64
H 0.61 -2.61 -5.14
H 0.70 -1.94 -6.77
H -0.35 -3.33 -6.45
H 0.04 -2.42 -2.77
H -0.83 -1.17 -1.91
H -0.07 -0.82 -3.48
O 2.71 -0.45 -2.83
C 3.04 -0.40 -1.66
O 3.66 -1.47 -1.14
C 4.07 -1.52 0.25
C 2.93 -1.82 1.19
C 2.71 0.76 -0.77
H 4.58 -0.59 0.52
H 4.82 -2.31 0.26
H 2.18 -1.04 1.19
H 3.30 -1.91 2.21
H 2.45 -2.76 0.91
H 1.73 0.59 -0.32
H 2.64 1.66 -1.38
H 3.42 0.92 0.03

Values from the calculation:
HOMO in eV: -0.867
LUMO energy in hartree: 0.08436
Gap between HOMO and LUMO in eV: 3.16
Charge: -1
Largest force on an atom in eV/A: 0.39

Calculated atomic charges, method Löwdin, unit e: -0.283, -0.334, -0.495, -0.110, -0.276, -0.143, 0.029, 0.045, 0.022, -0.004, 0.109, 0.048, 0.054, 0.054, 0.086, 0.097, 0.043, 0.065, 0.052, 0.091, -0.517, 0.002, -0.229, -0.061, 0.018, 0.107, 0.125, 0.070, 0.084, 0.069, 0.090, 0.090, 0.067, 0.092, -0.524, -0.008, -0.239, -0.062, 0.020, 0.111, 0.118, 0.072, 0.081, 0.081, 0.104, 0.089, 0.066, 0.063, -0.529, -0.010, -0.226, -0.061, 0.014, 0.108, 0.116, 0.059, 0.081, 0.083, 0.069, 0.092, 0.079

---

No. 2
Entry from the Open Molecules 2025 dataset: a cluster of 3 separate species, C18H38ClN2O2 in total (ωB97M-V with the def2-TZVPD basis set).

Element x y z (Å)
Cl 1.65 2.24 2.46
C -2.60 0.86 2.13
C -2.16 -0.60 2.32
C -2.41 -1.35 1.02
C -1.78 -2.74 0.99
C -0.27 -2.63 1.12
C 0.09 -1.83 2.40
N -0.73 -0.63 2.56
O -0.43 0.04 3.76
C -0.04 -2.76 3.64
C 1.57 -1.47 2.31
C -3.01 -1.20 3.47
H -2.21 1.41 2.99
H -3.68 0.92 2.04
H -2.07 1.33 1.30
H -3.48 -1.46 0.85
H -1.96 -0.79 0.19
H -2.05 -3.21 0.04
H -2.16 -3.37 1.80
H 0.18 -2.12 0.28
H 0.16 -3.62 1.27
H 0.46 -3.72 3.50
H 0.41 -2.29 4.51
H -1.08 -2.91 3.94
H 1.85 -0.72 3.05
H 2.19 -2.35 2.55
H 1.83 -1.02 1.36
H -3.04 -2.28 3.40
H -4.01 -0.75 3.54
H -2.52 -0.94 4.41
H 0.25 0.72 3.53
C 2.32 -0.55 -2.57
C 2.23 0.89 -2.07
C 2.62 1.84 -3.20
C 1.49 2.08 -4.19
C 0.32 2.68 -3.42
C -0.23 1.69 -2.39
N 0.90 1.26 -1.58
O 0.47 0.41 -0.54
C -1.23 2.43 -1.51
C -0.93 0.50 -3.08
C 3.27 1.10 -0.97
H 1.83 -0.66 -3.55
H 1.75 -1.24 -1.95
H 3.34 -0.92 -2.74
H 3.00 2.80 -2.85
H 3.42 1.39 -3.79
H 1.14 1.17 -4.68
H 1.78 2.78 -4.98
H -0.47 2.99 -4.11
H 0.61 3.61 -2.93
H -2.11 2.73 -2.09
H -1.52 1.82 -0.66
H -0.80 3.36 -1.15
H -1.79 0.13 -2.52
H -1.36 0.78 -4.05
H -0.26 -0.31 -3.36
H 3.27 0.44 -0.10
H 3.19 2.09 -0.52
H 4.24 0.98 -1.45
H 0.56 0.96 0.26

Values from the calculation:
Relative energy (zero: lowest compared OMol25 entry of this formula, charge and spin) in kcal per mole: 0.0
HOMO in eV: -4.689
LUMO energy in hartree: 0.10465
Gap between HOMO and LUMO in eV: 7.54
Charge: -1
Largest force on an atom in eV/A: 1.37

Calculated atomic charges, method Löwdin, unit e: -0.471, -0.026, -0.521, -0.140, -0.186, -0.131, -0.496, -0.094, -0.079, -0.042, -0.048, -0.032, 0.086, 0.078, 0.062, 0.122, 0.108, 0.107, 0.099, 0.101, 0.112, 0.075, 0.079, 0.058, 0.054, 0.081, 0.060, 0.057, 0.071, 0.080, -0.039, -0.038, -0.519, -0.147, -0.184, -0.159, -0.514, -0.094, -0.050, -0.027, -0.024, -0.044, 0.063, 0.076, 0.080, 0.121, 0.117, 0.101, 0.107, 0.116, 0.120, 0.088, 0.053, 0.092, 0.074, 0.080, 0.062, 0.069, 0.076, 0.080, 0.040

---

No. 3
Entry from the Open Molecules 2025 dataset: a structure of composition C18H38OP2Ru (ωB97M-V with the def2-TZVPD basis set).

Element x y z (Å)
P -0.30 -2.90 -0.91
P 0.32 1.09 -2.01
C -0.73 -1.58 -2.14
C 0.43 -0.65 -2.54
H -1.54 -1.02 -1.64
H -1.19 -2.03 -3.04
H 1.38 -1.01 -2.14
H 0.53 -0.62 -3.65
C -0.94 1.97 -3.03
H -1.25 2.94 -2.62
H -1.82 1.35 -3.21
H -0.47 2.18 -4.01
C 1.79 1.88 -2.80
H 1.61 1.93 -3.88
H 2.69 1.28 -2.61
H 1.94 2.91 -2.43
C -1.52 -4.19 -1.15
H -1.59 -4.68 -0.18
H -1.23 -4.91 -1.92
H -2.48 -3.74 -1.40
C 1.26 -3.70 -1.44
H 1.92 -3.03 -1.99
H 1.08 -4.59 -2.07
H 1.78 -4.04 -0.54
Ru -0.31 -2.55 1.13
C -0.20 3.75 -0.25
C -1.55 3.79 0.33
C -2.24 2.51 0.37
C -1.14 1.45 0.04
C 0.14 2.23 -0.43
C 1.43 2.06 0.24
C 1.99 3.30 0.80
C 0.78 4.26 0.80
C 0.09 -4.44 1.83
H -0.09 4.27 -1.20
H -2.00 4.74 0.64
H -3.03 2.49 -0.42
H -2.69 2.22 1.34
H -0.91 0.80 0.90
H -1.60 0.77 -0.71
H -1.39 -1.57 0.44
H 2.04 1.16 0.21
H 2.80 3.73 0.18
H 2.43 3.16 1.80
H 0.32 4.22 1.80
H 1.09 5.29 0.58
H 0.68 -4.35 2.76
H 0.65 -5.04 1.10
H -0.86 -4.96 2.08
C -1.05 -1.22 3.24
C 0.29 -0.64 2.80
C 1.27 -0.33 3.95
O 0.98 -1.46 1.89
H -1.01 -1.38 4.32
H -1.31 -2.18 2.76
H -1.85 -0.50 3.08
H 0.08 0.32 2.30
H 1.51 -1.25 4.50
H 2.17 0.08 3.50
H 0.81 0.40 4.62

Values from the calculation:
Relative energy (zero: lowest compared OMol25 entry of this formula, charge and spin) in kcal per mole: 64.7
HOMO (alpha / beta) in eV: -12.948 / -16.214
Expectation value of S²: 6.02
2S+1: 5
LUMO energy (alpha / beta) in hartree: -0.27070 / -0.30565
Gap between HOMO and LUMO (alpha / beta) in eV: 5.58 / 7.90
Charge: +2
Largest force on an atom in eV/A: 5.63

Calculated atomic charges, method Löwdin, unit e: 0.670, 1.013, -0.346, -0.298, 0.055, 0.109, 0.075, 0.130, -0.149, 0.072, 0.066, 0.063, -0.174, 0.063, 0.066, 0.076, -0.198, 0.034, 0.080, 0.068, -0.182, 0.049, 0.075, 0.048, 0.978, -0.273, -0.025, -0.154, -0.174, -0.393, -0.074, -0.153, -0.115, -0.225, 0.151, 0.135, 0.131, 0.125, 0.069, 0.061, 0.035, 0.115, 0.131, 0.130, 0.130, 0.132, 0.032, 0.002, 0.028, -0.049, -0.542, -0.016, -0.284, 0.111, 0.032, 0.098, 0.098, 0.098, 0.088, 0.101